ORCA calculation (the ωB97M-V functional and the def2-TZVPD basis) on C16H19N7S in the gas phase at a distorted geometry.

Its largest force on an atom is 0.0978 hartree/bohr. Its spin multiplicity is 1. The value obtained for the HOMO-LUMO gap is 8.176 eV. As for the HOMO energy: -7.86 eV. The value obtained for the total energy is -38164.1115 eV. As for the structure (SMILES): Cc1ncc(-c2cnc(Nc3cccc(NCCCN)n3)s2)cn1.

Each line ends with the Mulliken charge.
Geometry (Å):
C (8.550, 2.604, 2.643)  -1.040
C (7.311, 2.003, 2.095)  0.694
N (6.508, 1.423, 2.983)  -0.569
C (5.225, 1.187, 2.625)  -0.283
C (4.828, 1.410, 1.334)  1.136
C (3.452, 0.946, 0.852)  0.412
C (3.292, 0.811, -0.457)  -0.733
N (2.013, 0.436, -0.808)  -0.456
C (1.299, 0.108, 0.219)  0.392
N (-0.034, -0.397, 0.227)  -0.150
C (-0.963, -0.543, -0.771)  0.260
C (-0.653, -1.016, -2.086)  -0.289
C (-1.608, -1.058, -3.086)  -0.604
C (-2.836, -0.429, -2.778)  -0.332
C (-3.041, 0.020, -1.468)  0.179
N (-4.283, 0.528, -1.150)  -0.253
C (-5.458, -0.326, -1.231)  -1.068
C (-5.175, -1.623, -0.356)  -0.524
C (-6.483, -2.045, 0.297)  -0.461
N (-7.043, -3.297, -0.291)  -0.627
N (-2.140, -0.131, -0.489)  -0.401
S (2.078, 0.379, 1.786)  -0.296
C (5.737, 2.008, 0.436)  -0.501
N (6.970, 2.256, 0.902)  -0.536
H (8.617, 3.719, 2.518)  0.265
H (9.452, 2.241, 2.165)  0.274
H (8.596, 2.437, 3.710)  0.347
H (4.545, 0.677, 3.365)  0.293
H (4.131, 1.067, -1.198)  0.123
H (-0.378, -0.179, 1.132)  0.266
H (0.304, -1.509, -2.270)  0.352
H (-1.593, -1.347, -4.157)  0.350
H (-3.562, -0.267, -3.496)  0.530
H (-4.181, 1.054, -0.305)  0.295
H (-5.630, -0.686, -2.196)  0.296
H (-6.371, 0.274, -1.098)  0.466
H (-4.708, -2.394, -0.875)  0.455
H (-4.585, -1.398, 0.438)  0.420
H (-7.271, -1.340, 0.256)  0.448
H (-6.131, -2.206, 1.326)  0.196
H (-8.023, -3.544, 0.045)  0.213
H (-6.444, -4.078, -0.103)  0.197
H (5.685, 2.220, -0.686)  0.266


ORCA calculation (the ωB97M-V functional and the def2-TZVPD basis) on 2 unconnected molecules or ions with the total composition C3H9NO2.

Its largest force on an atom is 0.0137 hartree/bohr. Its spin multiplicity is 1. The value obtained for the HOMO-LUMO gap is 10.424 eV. The value obtained for the energy relative to the best compared isomer or geometry (same formula, charge and spin) is 141.3 kJ/mol. As for the HOMO energy: -9.65 eV. The value obtained for the total energy is -8841.4903 eV. As for the structure (SMILES): NCCC=O.O.

Each line ends with the Mulliken charge.
Geometry (Å):
N (1.596, -1.599, 0.622)  -0.625
C (0.529, -0.656, 0.297)  -0.370
C (0.988, 0.767, 0.595)  -0.552
C (0.315, 1.824, -0.238)  0.020
O (-0.522, 1.597, -1.066)  -0.455
H (1.428, -2.051, 1.511)  0.240
H (1.666, -2.371, -0.025)  0.222
H (-0.395, -0.885, 0.853)  0.226
H (0.233, -0.735, -0.747)  0.369
H (0.938, 0.940, 1.668)  0.286
H (2.047, 0.858, 0.303)  0.294
H (0.712, 2.854, -0.137)  0.342
O (-3.555, -0.027, -1.215)  -0.651
H (-3.276, -0.953, -1.143)  0.306
H (-2.706, 0.437, -1.277)  0.349


ORCA calculation (the ωB97M-V functional and the def2-TZVPD basis) on a molecular structure, C34H46Br2Cl3CuN3OSSi.

Its largest force on an atom is 0.0031 hartree/bohr. Its spin multiplicity is 2. The charge is +2. The value obtained for the HOMO-LUMO gap (alpha / beta) is 7.273 / 3.977 eV. As for the HOMO energy (alpha / beta): -13.09 / -13.09 eV. The expectation value of S² is 0.765. The value obtained for the total energy is -283516.1569 eV.

Each line ends with the Mulliken spin population.
Geometry (Å):
Cu (0.369, 0.714, 0.969)  0.000
C (-1.623, 5.788, 0.548)  0.000
C (-0.864, 4.797, 1.382)  0.000
C (-0.455, 5.071, 2.683)  0.000
C (0.229, 4.118, 3.417)  0.000
C (0.476, 2.899, 2.819)  0.000
Br (1.390, 1.541, 3.761)  0.000
N (0.094, 2.600, 1.580)  0.000
C (-0.554, 3.543, 0.881)  0.000
H (-1.658, 6.762, 1.031)  0.000
H (-2.650, 5.453, 0.393)  0.000
H (-1.164, 5.911, -0.433)  0.000
H (-0.671, 6.036, 3.126)  0.000
H (0.559, 4.308, 4.428)  0.000
H (-0.842, 3.267, -0.126)  0.000
Cl (3.126, -4.513, -5.856)  0.005
C (3.851, -3.445, -4.724)  0.023
C (3.070, -2.481, -4.086)  0.043
C (3.664, -1.609, -3.194)  -0.011
C (5.029, -1.668, -2.911)  0.050
C (5.655, -0.677, -1.961)  0.000
C (5.354, -0.941, -0.488)  -0.001
N (3.940, -1.017, -0.175)  0.000
C (3.192, -2.168, -0.063)  -0.001
C (1.922, -1.769, 0.204)  0.001
N (1.881, -0.392, 0.265)  0.000
C (3.109, 0.024, 0.032)  0.000
O (5.246, 0.665, -2.221)  0.010
C (5.183, 1.072, -3.579)  0.014
C (6.262, 0.468, -4.430)  0.085
C (6.014, -0.254, -5.632)  0.299
Cl (4.535, -0.454, -6.367)  0.130
S (7.441, -0.889, -6.351)  -0.054
C (8.370, -0.221, -5.087)  0.306
C (7.618, 0.481, -4.151)  0.040
C (5.777, -2.667, -3.549)  0.029
Cl (7.463, -2.866, -3.204)  0.026
C (5.203, -3.550, -4.454)  -0.008
H (2.010, -2.428, -4.293)  -0.002
H (3.057, -0.857, -2.704)  -0.002
H (6.741, -0.747, -2.054)  0.005
H (5.805, -0.144, 0.103)  0.000
H (5.819, -1.882, -0.194)  0.001
H (3.627, -3.146, -0.171)  0.000
H (1.046, -2.371, 0.370)  0.000
H (3.439, 1.049, 0.015)  0.000
H (5.297, 2.158, -3.569)  0.007
H (4.207, 0.841, -4.010)  0.000
H (9.442, -0.354, -5.083)  0.003
H (8.057, 0.976, -3.297)  0.002
H (5.803, -4.315, -4.928)  0.000
C (-3.307, -0.668, 4.570)  0.000
C (-3.622, 0.294, 3.414)  0.000
C (-5.000, 0.930, 3.677)  0.000
C (-2.554, 1.396, 3.472)  0.000
Si (-3.657, -0.631, 1.740)  0.000
Br (-1.390, -1.047, 1.267)  0.000
C (-4.245, 0.422, 0.253)  0.000
C (-3.713, -0.091, -1.095)  0.000
C (-5.785, 0.429, 0.203)  0.000
C (-3.764, 1.874, 0.381)  0.000
C (-4.372, -2.402, 1.803)  0.000
C (-4.525, -2.995, 0.394)  0.000
C (-5.764, -2.361, 2.461)  0.000
C (-3.489, -3.383, 2.593)  0.000
H (-3.242, -0.091, 5.497)  0.000
H (-2.350, -1.176, 4.431)  0.000
H (-4.082, -1.419, 4.714)  0.000
H (-4.997, 1.375, 4.677)  0.000
H (-5.811, 0.202, 3.650)  0.000
H (-5.235, 1.725, 2.970)  0.000
H (-2.616, 1.885, 4.450)  0.000
H (-2.680, 2.166, 2.712)  0.000
H (-1.552, 0.976, 3.381)  0.000
H (-3.990, -1.120, -1.307)  0.000
H (-2.626, -0.015, -1.150)  0.000
H (-4.132, 0.533, -1.890)  0.000
H (-6.197, -0.553, -0.028)  0.000
H (-6.110, 1.111, -0.588)  0.000
H (-6.235, 0.775, 1.135)  0.000
H (-2.677, 1.923, 0.472)  0.000
H (-4.205, 2.394, 1.231)  0.000
H (-4.051, 2.421, -0.523)  0.000
H (-5.251, -2.458, -0.214)  0.000
H (-4.883, -4.024, 0.489)  0.000
H (-3.574, -3.028, -0.141)  0.000
H (-6.451, -1.678, 1.958)  0.000
H (-5.718, -2.082, 3.514)  0.000
H (-6.205, -3.360, 2.411)  0.000
H (-2.524, -3.537, 2.110)  0.000
H (-3.998, -4.350, 2.624)  0.000
H (-3.310, -3.076, 3.621)  0.000